[1]
Here is a structure of composition CHN3O from the Open Molecules 2025 dataset. Energies are from the ωB97M-V functional and the def2-TZVPD basis.

The geometry in ORCA input format:
```
! RIJCOSX wB97M-V def2-TZVPD def2/J DEFGRID3
* xyz 0 3
C -0.96792 -0.29306 0.09558
N 1.32885 1.10529 -0.22725
N 1.72977 0.00830 -0.60084
N 0.78888 0.12931 0.60773
O -1.62774 0.16681 -0.76027
H -1.25185 -1.11664 0.88505
*
```

Summary:
HOMO-LUMO gap (spin up / spin down) = 6.78 / 8.12 eV
highest occupied orbital energy (spin up / spin down) = -7.2 / -11.0 eV
E = -7562.8949 eV
ΔE to the lowest compared entry with this formula, charge and spin = 63.6 kcal/mol

Atom charges from the Mulliken analysis, given in e for atoms 1 to 5: 0.264 -0.169 -0.151 0.003 -0.245

[2]
Here is a structure of composition C17H24Cl2F2NO19PdS2 from the Open Molecules 2025 dataset. Energies are from the ωB97M-V functional and the def2-TZVPD basis.

The geometry in ORCA input format:
```
! RIJCOSX wB97M-V def2-TZVPD def2/J DEFGRID3
* xyz 1 3
Pd 1.51711 2.31054 0.42919
N 0.42707 1.07337 -0.76724
S -0.10227 -0.44424 -0.63624
O 0.65892 -1.44251 -1.29663
O -1.45392 -0.60262 -0.24068
F 0.57372 -0.57524 0.85707
S -0.18977 1.43160 -2.30813
O -1.55140 1.81740 -2.29350
O 0.37884 0.71322 -3.37649
F 0.50347 2.86623 -2.31615
C -3.64733 2.51373 3.18992
C -3.81973 1.34766 2.20919
O -2.61744 1.42419 1.43470
C -1.88066 2.45993 1.80508
O -0.84736 2.77874 1.30172
O -2.45413 3.17059 2.79168
H -3.67283 2.29678 4.26372
H -4.52248 3.17824 3.20998
H -4.65606 1.49293 1.53130
H -3.96604 0.42933 2.77372
C 5.06219 -1.57024 1.78464
C 3.83761 -2.36674 1.30126
O 3.36872 -1.51415 0.26614
C 3.68551 -0.26262 0.59688
O 3.08842 0.69546 0.17524
O 4.61321 -0.21588 1.54841
H 5.93328 -1.72790 1.15478
H 5.22402 -1.75011 2.84157
H 3.10768 -2.49996 2.09834
H 4.21063 -3.33606 0.98015
C 1.06909 -0.79462 4.98230
C -0.39808 -0.54031 4.65064
O -0.30484 0.19825 3.42129
C 0.91273 0.69364 3.31329
O 1.25767 1.44452 2.43585
O 1.72101 0.26601 4.27355
H 1.33248 -1.78055 4.59826
H 1.26407 -0.75948 6.04819
H -0.94027 0.05684 5.38603
H -0.96287 -1.45980 4.51734
C -2.85573 -3.60674 0.40943
C -2.12952 -4.95380 0.40216
O -1.26584 -4.84811 1.55169
C -1.59126 -3.75308 2.25312
O -0.99728 -3.29869 3.17922
O -2.75319 -3.24155 1.77601
H -3.89709 -3.68552 0.10521
H -2.37984 -2.92466 -0.29630
H -1.55170 -5.11153 -0.50376
H -2.77342 -5.81441 0.57547
C -2.90871 4.07809 -4.40761
C -3.10397 2.92157 -5.39198
O -1.93061 3.01234 -6.20442
C -0.96438 3.63300 -5.49541
O 0.19970 3.52647 -5.69191
O -1.50416 4.33174 -4.46423
H -3.23379 3.90973 -3.38556
H -3.43495 4.96921 -4.76027
H -3.98897 3.00930 -6.01308
H -3.10056 1.95508 -4.88307
Cl 4.84406 1.15625 -4.00701
C 3.54588 -0.02853 -3.91179
C 3.87198 -1.17561 -2.97275
Cl 5.05555 -2.34252 -3.59122
H 3.37364 -0.51156 -4.87270
H 2.60010 0.35959 -3.54765
H 2.93631 -1.71615 -2.81023
H 4.17779 -0.86607 -1.97772
*
```

Summary:
HOMO-LUMO gap (spin up / spin down) = 8.07 / 5.20 eV
highest occupied orbital energy (spin up / spin down) = -12.2 / -12.2 eV
E = -114030.6832 eV

Atom charges from the Mulliken analysis, given in e for atoms 1 to 5: 1.152 0.622 0.561 -0.517 -0.464

[3]
Here is a cluster of 2 separate species, C3H4NP in total from the Open Molecules 2025 dataset. Energies are from the ωB97M-V functional and the def2-TZVPD basis.

The geometry in ORCA input format:
```
! RIJCOSX wB97M-V def2-TZVPD def2/J DEFGRID3
* xyz 0 1
C -0.02054 0.05511 1.64819
C -0.91411 0.23647 0.62569
C 1.19055 -0.49893 -0.92377
N 0.85236 0.06148 2.42320
P -2.42731 0.61299 0.24174
H 1.35335 -1.58368 -0.64539
H 0.26284 -0.16945 -1.45197
H 2.02146 0.21184 -0.68690
H -2.31859 1.07418 -1.23081
*
```

Summary:
HOMO-LUMO gap (spin up / spin down) = 7.17 / 7.90 eV
highest occupied orbital energy (spin up / spin down) = -8.9 / -9.0 eV
E = -13948.8100 eV
ΔE to the lowest compared entry with this formula, charge and spin = 104.5 kcal/mol

Atom charges from the Mulliken analysis, given in e for atoms 1 to 5: 0.535 -0.087 -0.870 -0.397 -0.151

[4]
Here is the ion C10H10NO3S with charge -1 from the Open Molecules 2025 dataset. Energies are from the ωB97M-V functional and the def2-TZVPD basis.

The geometry in ORCA input format:
```
! RIJCOSX wB97M-V def2-TZVPD def2/J DEFGRID3
* xyz -1 1
C 4.53624 0.08368 -0.42726
C 3.72807 -0.11677 -1.54987
C 4.04796 0.84345 0.65708
C 2.42809 0.34943 -1.55620
C 2.73713 1.30852 0.65416
C 1.90829 1.04984 -0.43597
C 0.44363 1.48175 -0.54497
C -1.65473 0.74243 -1.30133
C -3.78061 -0.57109 1.01408
C -3.53932 0.70368 0.12357
N -0.31297 0.76232 -1.30790
O -2.33771 0.44150 -2.22172
O -1.06573 3.64247 0.44389
O -2.14839 0.89841 -0.05054
S 0.26572 2.92461 0.39793
H 5.64428 -0.09330 -0.37177
H 4.03100 -0.63768 -2.38710
H 4.58338 0.98038 1.54652
H 1.73923 0.01830 -2.47258
H 2.44744 1.69383 1.61617
H -4.30589 -0.10097 1.81168
H -4.36802 -1.39329 0.56178
H -2.78224 -0.83428 1.37613
H -3.86083 1.62873 0.57774
H -4.07686 0.62335 -0.89243
*
```

Summary:
HOMO-LUMO gap (spin up / spin down) = 6.59 / 6.60 eV
highest occupied orbital energy (spin up / spin down) = -3.3 / -3.3 eV
E = -29000.0813 eV
structure (SMILES) = CCOC(=O)/N=C(\S[O-])c1ccccc1
ΔE to the lowest compared entry with this formula, charge and spin = 21.5 kcal/mol

Atom charges from the Mulliken analysis, given in e for atoms 1 to 5: -0.477 -0.426 -0.497 -0.264 -0.435

[5]
Here is a structure of composition C27H57N4O8V from the Open Molecules 2025 dataset. Energies are from the ωB97M-V functional and the def2-TZVPD basis.

The geometry in ORCA input format:
```
! RIJCOSX wB97M-V def2-TZVPD def2/J DEFGRID3
* xyz 0 1
O -1.58276 0.65312 -4.33197
V -2.61215 -0.20629 -3.55695
O -2.15309 -1.68044 -3.87968
N -1.28255 0.22275 -0.37090
O -1.92067 0.05371 -1.46558
O -0.82678 1.35542 -0.12251
O -0.98414 -0.72714 0.34977
C 0.35014 6.44701 -3.66845
C 0.13250 5.08461 -3.01260
C 1.23302 4.78560 -1.96478
C 1.07901 5.62209 -0.68629
C -0.27186 5.21726 -0.07781
C -1.46244 5.47985 -1.00744
N -1.16826 4.95069 -2.35380
O -2.19047 5.26343 -3.28060
C -2.67031 4.66113 -0.52915
C -1.80163 6.98869 -0.97131
C 0.27080 4.03416 -4.11826
H -0.43805 6.73313 -4.36877
H 1.29826 6.57811 -4.19655
H 0.36452 7.31787 -3.00123
H 1.02454 3.75669 -1.66331
H 2.18640 4.88997 -2.48131
H 0.98272 6.68794 -0.90092
H 1.92356 5.45078 -0.02255
H -0.44585 5.74754 0.86236
H -0.32978 4.16411 0.21306
H -2.95116 5.13251 0.41854
H -3.57609 4.77893 -1.12681
H -2.41491 3.60775 -0.42923
H -0.90962 7.60428 -1.07261
H -2.52820 7.29367 -1.72563
H -2.28697 7.19520 -0.01516
H 1.21666 4.08288 -4.65851
H -0.68478 3.91587 -4.62722
H 0.40990 3.00492 -3.75298
H -2.70765 4.45728 -3.36917
C 3.63282 -0.70025 -3.29251
C 2.37268 -0.61383 -2.44717
C 1.20358 -1.02315 -3.35485
C 1.07517 -2.51485 -3.55396
C 0.96893 -3.21824 -2.21500
C 2.13702 -2.87496 -1.24360
N 2.29822 -1.40068 -1.19719
O 3.31123 -1.02687 -0.30644
C 1.65363 -3.40494 0.09526
C 3.38074 -3.66998 -1.66448
C 2.08873 0.83460 -2.01642
H 4.56134 -0.63458 -2.72185
H 3.66582 -1.57995 -3.93759
H 3.64638 0.11577 -4.02015
H 0.25638 -0.68602 -2.91287
H 1.26848 -0.52106 -4.32296
H 0.29949 -2.85281 -4.24385
H 1.97948 -2.88170 -4.05942
H 0.99610 -4.29422 -2.39856
H -0.00464 -2.96914 -1.78644
H 1.50428 -4.49274 0.07375
H 0.66548 -3.06886 0.40846
H 2.38268 -3.30104 0.90239
H 3.78452 -3.32557 -2.62054
H 3.20431 -4.73567 -1.81925
H 4.21551 -3.61743 -0.95989
H 1.31064 1.00084 -1.26888
H 2.97052 1.27027 -1.53576
H 1.81857 1.51814 -2.82515
H 4.14632 -1.44992 -0.56842
C 0.46834 -1.79047 5.58957
C -0.35236 -3.02041 5.21501
C -1.56960 -3.04614 6.16497
C -2.83477 -3.82356 5.79770
C -3.19288 -3.61026 4.32555
C -2.00076 -3.65141 3.37628
N -0.89908 -2.84307 3.85527
O 0.10079 -2.69525 2.85906
C -1.72004 -5.15398 3.16517
C -2.51022 -3.00572 2.05673
C 0.54780 -4.27339 5.38874
H -0.00636 -0.92978 5.11272
H 1.49306 -1.83973 5.22679
H 0.42059 -1.59762 6.66154
H -1.23245 -3.43039 7.13472
H -1.81196 -2.01335 6.42704
H -3.65131 -3.41111 6.39269
H -2.76933 -4.88383 6.04767
H -3.75488 -2.67628 4.24204
H -3.88618 -4.38318 3.98477
H -1.61026 -5.75216 4.07097
H -2.45909 -5.57727 2.48649
H -0.74615 -5.35565 2.69475
H -2.60604 -1.93540 2.26273
H -1.70174 -2.94317 1.32807
H -3.45313 -3.36497 1.65194
H 1.53181 -4.23590 4.92303
H 0.05992 -5.20736 5.10491
H 0.71300 -4.40681 6.46193
H 0.36696 -3.62862 2.77080
*
```

Summary:
HOMO-LUMO gap = 4.51 eV
highest occupied orbital energy = -8.1 eV
E = -76941.1872 eV
ΔE to the lowest compared entry with this formula, charge and spin = 7.0 kcal/mol

Atom charges from the Mulliken analysis, given in e for atoms 1 to 5: -0.480 1.655 -0.545 0.579 -0.573